# 1
DFT (the ωB97M-V functional and the def2-TZVPD basis) results for one molecule with the formula H6Si3 in a non-equilibrium geometry.

SMILES string: [SiH2]1[SiH2][SiH2]1
Strongest force on any atom in Eh/bohr: 0.0499
E_HOMO in eV: -8.18
LUMO energy in Ha: -0.01017
Gap between HOMO and LUMO in eV: 7.899

Bonds (Å) are listed after each position.
Cartesian coordinates (Å):
1 Si -1.37 0.64 -0.09  Si2 2.757, Si3 2.302, H4 1.606, H5 1.474
2 Si 1.38 0.75 -0.05  Si1 2.757, Si3 2.456, H6 1.523, H7 1.505
3 Si -0.05 -1.25 -0.01  Si1 2.302, Si2 2.456, H8 1.556, H9 1.545
4 H -1.47 1.18 1.41  Si1 1.606
5 H -2.55 1.01 -0.89  Si1 1.474
6 H 2.38 0.76 -1.20  Si2 1.523
7 H 2.25 1.47 0.94  Si2 1.505
8 H -0.66 -2.24 1.02  Si3 1.556
9 H 0.09 -2.31 -1.13  Si3 1.545

***

# 2
DFT (the ωB97M-V functional and the def2-TZVPD basis) results for a 37-piece molecular cluster, H74O37 overall in a non-equilibrium geometry.

Strongest force on any atom in Eh/bohr: 0.0309
E_HOMO in eV: -9.69
LUMO energy in Ha: -0.03550
Gap between HOMO and LUMO in eV: 8.722

Bonds (Å) are listed after each position.
Cartesian coordinates (Å):
1 O -1.48 3.43 -1.40  H2 0.957, H3 0.957
2 H -0.85 3.59 -2.11  O1 0.957
3 H -0.96 2.99 -0.72  O1 0.957
4 O -0.74 2.05 -5.21  H5 0.957, H6 0.957
5 H -1.32 1.47 -4.71  O4 0.957
6 H -0.96 1.88 -6.12  O4 0.957
7 O -2.84 -0.08 -1.93  H8 0.957, H9 0.957
8 H -3.36 0.13 -1.16  O7 0.957
9 H -2.07 -0.53 -1.59  O7 0.957
10 O -1.93 -2.72 1.44  H11 0.957, H12 0.957
11 H -1.50 -1.90 1.70  O10 0.957
12 H -1.36 -3.08 0.76  O10 0.957
13 O -2.94 3.69 1.40  H14 0.957, H15 0.957
14 H -2.74 4.49 1.88  O13 0.957
15 H -2.78 3.92 0.48  O13 0.957
16 O 2.04 -0.98 -3.03  H17 0.957, H18 0.957
17 H 1.60 -0.14 -2.85  O16 0.957
18 H 2.85 -0.94 -2.53  O16 0.957
19 O 3.29 0.78 0.02  H20 0.957, H21 0.957
20 H 3.63 1.04 -0.83  O19 0.957
21 H 3.15 -0.17 -0.05  O19 0.957
22 O 1.99 2.30 -5.67  H23 0.957, H24 0.957
23 H 1.44 2.32 -4.89  O22 0.957
24 H 1.69 1.52 -6.15  O22 0.957
25 O 3.11 0.78 2.88  H26 0.957, H27 0.957
26 H 3.32 -0.06 3.27  O25 0.957
27 H 3.05 0.60 1.94  O25 0.957
28 O 1.52 1.58 -2.15  H29 0.957, H30 0.957
29 H 0.95 2.28 -2.49  O28 0.957
30 H 2.40 1.86 -2.39  O28 0.957
31 O 1.71 -2.64 5.17  H32 0.957, H33 0.957
32 H 1.68 -3.01 6.05  O31 0.957
33 H 1.30 -1.78 5.26  O31 0.957
34 O -5.09 1.82 1.66  H35 0.957, H36 0.957
35 H -4.48 2.55 1.68  O34 0.957
36 H -4.54 1.04 1.55  O34 0.957
37 O -4.74 -1.14 0.83  H38 0.957, H39 0.957
38 H -5.57 -0.73 0.58  O37 0.957
39 H -4.67 -1.90 0.26  O37 0.957
40 O 2.09 -4.46 -1.84  H41 0.957, H42 0.957
41 H 2.81 -5.07 -1.69  O40 0.957
42 H 2.51 -3.61 -1.95  O40 0.957
43 O 2.26 -0.68 -5.73  H44 0.957, H45 0.957
44 H 2.05 -0.72 -4.79  O43 0.957
45 H 2.15 -1.58 -6.03  O43 0.957
46 O 2.04 3.27 4.12  H47 0.957, H48 0.957
47 H 2.33 2.37 3.96  O46 0.957
48 H 1.23 3.35 3.63  O46 0.957
49 O -4.08 -2.02 3.64  H50 0.957, H51 0.957
50 H -4.04 -2.05 2.68  O49 0.957
51 H -4.56 -2.81 3.89  O49 0.957
52 O 4.26 1.75 -2.50  H53 0.957, H54 0.957
53 H 4.28 1.32 -3.35  O52 0.957
54 H 4.98 2.38 -2.53  O52 0.957
55 O 0.81 2.86 0.85  H56 0.957, H57 0.957
56 H 0.66 1.92 0.98  O55 0.957
57 H 1.75 2.93 0.68  O55 0.957
58 O -2.97 0.05 4.69  H59 0.957, H60 0.957
59 H -2.74 0.56 3.91  O58 0.957
60 H -3.39 -0.74 4.34  O58 0.957
61 O 2.31 -4.16 2.98  H62 0.957, H63 0.957
62 H 1.95 -3.63 3.70  O61 0.957
63 H 2.22 -5.06 3.28  O61 0.957
64 O 4.37 -1.40 -1.70  H65 0.957, H66 0.957
65 H 4.60 -2.16 -2.24  O64 0.957
66 H 5.21 -0.98 -1.51  O64 0.957
67 O -1.73 -4.66 3.35  H68 0.957, H69 0.957
68 H -1.83 -4.14 2.55  O67 0.957
69 H -2.11 -4.11 4.04  O67 0.957
70 O -2.75 -2.01 -4.86  H71 0.957, H72 0.957
71 H -2.10 -2.20 -4.19  O70 0.957
72 H -2.62 -2.68 -5.53  O70 0.957
73 O -0.88 -2.40 -2.91  H74 0.957, H75 0.957
74 H -0.84 -2.86 -2.07  O73 0.957
75 H -0.02 -1.98 -3.00  O73 0.957
76 O 2.76 -2.13 0.84  H77 0.957, H78 0.957
77 H 2.96 -2.69 1.59  O76 0.957
78 H 3.19 -2.56 0.10  O76 0.957
79 O 0.28 -0.27 5.74  H80 0.957, H81 0.957
80 H 0.12 -0.22 6.68  O79 0.957
81 H -0.28 0.40 5.36  O79 0.957
82 O -0.58 -3.85 -0.56  H83 0.957, H84 0.957
83 H 0.36 -3.95 -0.68  O82 0.957
84 H -0.94 -4.72 -0.74  O82 0.957
85 O 0.62 5.63 0.54  H86 0.957, H87 0.957
86 H 1.32 6.14 0.96  O85 0.957
87 H 0.66 4.78 0.97  O85 0.957
88 O 0.37 -0.99 2.19  H89 0.957, H90 0.957
89 H 0.14 -0.82 3.10  O88 0.957
90 H 1.25 -1.36 2.22  O88 0.957
91 O -0.33 2.41 3.23  H92 0.957, H93 0.957
92 H -0.22 2.70 2.32  O91 0.957
93 H -1.28 2.44 3.37  O91 0.957
94 O 0.17 3.76 -3.45  H95 0.957, H96 0.957
95 H 0.09 4.66 -3.74  O94 0.957
96 H -0.22 3.24 -4.16  O94 0.957
97 O -3.14 0.55 -4.64  H98 0.957, H99 0.957
98 H -3.24 -0.37 -4.85  O97 0.957
99 H -3.15 0.58 -3.68  O97 0.957
100 O -0.35 0.32 0.05  H101 0.957, H102 0.957
101 H 0.31 0.32 -0.65  O100 0.957
102 H -0.04 -0.32 0.68  O100 0.957
103 O -3.39 3.38 -3.25  H104 0.957, H105 0.957
104 H -2.76 3.28 -2.54  O103 0.957
105 H -2.87 3.71 -3.99  O103 0.957
106 O -2.39 0.30 2.03  H107 0.957, H108 0.957
107 H -2.92 -0.40 1.65  O106 0.957
108 H -1.82 0.58 1.32  O106 0.957
109 O 3.82 -1.73 3.71  H110 0.957, H111 0.957
110 H 4.44 -1.60 4.43  O109 0.957
111 H 3.06 -2.15 4.13  O109 0.957

***

# 3
DFT (the ωB97M-V functional and the def2-TZVPD basis) results for a 3-piece molecular cluster, H7NO2 overall in a non-equilibrium geometry.

Charge: +1
Strongest force on any atom in Eh/bohr: 0.1096
Spin multiplicity: 2
E_HOMO (alpha / beta) in eV: -16.55 / -14.99
LUMO energy (alpha / beta) in Ha: -0.16406 / -0.41281
Gap between HOMO and LUMO (alpha / beta) in eV: 12.090 / 3.760

Bonds (Å) are listed after each position.
Cartesian coordinates (Å):
1 N -0.25 -0.58 1.69  H2 1.039, H3 1.121, H4 0.958
2 H -0.20 -1.33 0.97  N1 1.039
3 H -1.27 -0.57 2.15  N1 1.121
4 H 0.47 -0.83 2.27  N1 0.958
5 H 1.27 -0.97 -1.28  O7 0.917
6 H 0.52 0.02 -2.17  O7 0.959
7 O 1.24 -0.62 -2.12  H5 0.917, H6 0.959
8 H -0.31 1.48 0.20  O10 0.982
9 H -0.77 2.14 -1.04  O10 0.963
10 O -0.70 1.26 -0.67  H8 0.982, H9 0.963

***

# 4
DFT (the ωB97M-V functional and the def2-TZVPD basis) results for one molecule with the formula H7NP2Si in a non-equilibrium geometry.

SMILES string: PN[SiH2]P
Strongest force on any atom in Eh/bohr: 0.0528
E_HOMO in eV: -8.71
LUMO energy in Ha: 0.02390
Gap between HOMO and LUMO in eV: 9.356

Bonds (Å) are listed after each position.
Cartesian coordinates (Å):
1 N -0.57 -0.24 -0.35  Si2 1.793, P3 1.764, H5 1.003
2 Si 1.13 0.27 -0.14  N1 1.793, P4 2.422, H6 1.495, H7 1.593
3 P -0.86 -1.18 -1.82  N1 1.764, H8 1.389, H9 1.408
4 P 1.11 1.00 2.17  Si2 2.422, H10 1.358, H11 1.348
5 H -1.41 0.30 -0.24  N1 1.003
6 H 1.79 -1.07 -0.30  Si2 1.495
7 H 1.88 1.54 -0.73  Si2 1.593
8 H -1.66 -0.22 -2.42  P3 1.389
9 H -2.08 -1.71 -1.36  P3 1.408
10 H 0.84 -0.08 2.95  P4 1.358
11 H -0.18 1.39 2.24  P4 1.348

***

# 5
DFT (the ωB97M-V functional and the def2-TZVPD basis) results for a 3-piece molecular cluster, H7O3 overall in a non-equilibrium geometry.

Charge: +1
Strongest force on any atom in Eh/bohr: 0.1026
E_HOMO in eV: -17.31
LUMO energy in Ha: -0.13353
Gap between HOMO and LUMO in eV: 13.673

Bonds (Å) are listed after each position.
Cartesian coordinates (Å):
1 O -1.75 -0.94 0.19  H2 0.976, H3 0.976
2 H -2.71 -0.95 0.36  O1 0.976
3 H -1.65 -1.84 -0.18  O1 0.976
4 O 1.95 -0.15 0.06  H5 0.994, H6 0.914
5 H 2.59 0.13 0.77  O4 0.994
6 H 2.40 -0.78 -0.43  O4 0.914
7 O -0.24 1.14 -0.21  H8 1.040, H9 0.928, H10 1.134
8 H 0.77 0.88 -0.20  O7 1.040
9 H -0.39 2.03 -0.45  O7 0.928
10 H -0.76 0.14 -0.22  O7 1.134

***

# 6
DFT (the ωB97M-V functional and the def2-TZVPD basis) results for a 4-piece molecular cluster, H7O4 overall in a non-equilibrium geometry.

Charge: -1
Strongest force on any atom in Eh/bohr: 0.0252
E_HOMO in eV: -4.55
LUMO energy in Ha: 0.15221
Gap between HOMO and LUMO in eV: 8.690

Bonds (Å) are listed after each position.
Cartesian coordinates (Å):
1 O 0.09 0.00 -0.69  H2 0.961
2 H 0.58 -0.57 -1.29  O1 0.961
3 O 0.77 -2.53 0.63  H4 0.940, H5 0.987
4 H 1.30 -2.36 1.39  O3 0.940
5 H 0.73 -1.67 0.13  O3 0.987
6 O 0.01 1.18 1.80  H7 0.986, H8 0.971
7 H -0.01 1.10 0.82  O6 0.986
8 H 0.12 0.26 2.08  O6 0.971
9 O -1.44 1.51 -1.94  H10 1.014, H11 0.947
10 H -0.87 0.80 -1.49  O9 1.014
11 H -1.30 2.29 -1.43  O9 0.947

***

| no. | E_tot (hartree) |
| --- | --- |
| 1 | -871.9214 |
| 2 | -2828.3636 |
| 3 | -209.0090 |
| 4 | -1031.0951 |
| 5 | -229.6323 |
| 6 | -305.1945 |